[1]
The following is a quantum chemistry calculation of a cluster of 15 separate species, C35H55N16O6P2 in total, from the OMol25 dataset.

XYZ file:
```
114
C35H55N16O6P2, DFT ωB97M-V/def2-TZVPD
C 2.42 -2.94 0.10
C 2.37 -1.51 0.78
N 2.18 -1.50 2.06
C 2.61 -0.23 -0.11
P 1.31 1.10 0.06
C -0.43 0.50 -0.34
O -1.31 0.82 0.77
C -1.86 -0.41 1.24
C -3.30 -0.92 0.79
O -1.19 -1.05 2.02
N 1.72 2.33 -1.15
C 2.80 2.90 -0.77
O 3.79 3.46 -0.53
P 1.32 2.12 1.99
O 2.69 2.53 2.46
O 0.60 1.28 3.22
O 0.40 3.53 1.80
H 1.80 -2.97 -0.85
H 1.99 -3.68 0.84
H 3.49 -3.18 -0.17
H 2.21 -0.51 2.37
H 2.70 -0.59 -1.19
H 3.64 0.20 0.14
H -0.46 -0.58 -0.67
H -0.80 1.13 -1.22
H -3.27 -2.05 0.82
H -4.09 -0.56 1.52
H -3.56 -0.62 -0.27
H -0.38 1.26 3.13
H 0.84 4.11 1.14
C 5.79 1.41 2.60
C 5.36 0.02 2.27
N 5.03 -1.06 2.01
H 6.84 1.41 2.90
H 5.66 2.06 1.73
H 5.19 1.79 3.43
C -6.11 -3.78 1.79
C -5.80 -3.72 0.34
N -5.56 -3.67 -0.79
H -5.26 -3.43 2.37
H -6.98 -3.16 2.01
H -6.34 -4.81 2.08
C -0.73 1.18 6.51
C -1.98 0.72 5.82
N -2.94 0.37 5.29
H -0.65 0.70 7.48
H 0.14 0.92 5.91
H -0.76 2.26 6.65
C 4.93 2.20 -4.03
C 4.49 0.81 -4.34
N 4.15 -0.27 -4.59
H 5.99 2.20 -3.77
H 4.78 2.84 -4.89
H 4.35 2.59 -3.19
C -6.66 -2.48 5.63
C -7.28 -3.71 5.07
N -7.78 -4.68 4.65
H -7.05 -1.60 5.12
H -6.88 -2.40 6.69
H -5.58 -2.52 5.49
C 4.04 -0.79 5.50
C 3.43 0.20 6.43
N 2.96 0.97 7.14
H 3.44 -1.70 5.48
H 4.09 -0.38 4.50
H 5.05 -1.04 5.83
C 1.91 2.49 -7.22
C 2.69 3.44 -6.37
N 3.30 4.17 -5.71
H 2.06 2.73 -8.28
H 2.24 1.47 -7.03
H 0.85 2.57 -6.98
C -2.89 -3.10 -2.94
C -1.55 -2.69 -2.43
N -0.52 -2.37 -2.03
H -3.03 -2.72 -3.95
H -2.96 -4.19 -2.95
H -3.67 -2.70 -2.29
C -0.26 4.00 -10.68
C 1.08 3.40 -10.44
N 2.12 2.93 -10.26
H -1.00 3.20 -10.81
H -0.55 4.61 -9.83
H -0.24 4.61 -11.58
C 3.15 4.33 5.78
C 4.25 5.02 6.51
N 5.10 5.55 7.08
H 2.31 5.02 5.64
H 3.51 4.00 4.81
H 2.81 3.47 6.35
C 6.52 -3.43 -2.70
C 5.08 -3.41 -2.35
N 3.95 -3.39 -2.08
H 6.64 -3.54 -3.78
H 6.99 -2.49 -2.39
H 7.01 -4.26 -2.20
C -3.78 -6.31 -5.31
C -4.29 -5.01 -5.84
N -4.68 -4.01 -6.25
H -4.37 -6.61 -4.45
H -3.85 -7.08 -6.08
H -2.74 -6.20 -5.00
C 2.20 6.09 -2.29
C 1.11 7.10 -2.33
N 0.26 7.89 -2.36
H 2.39 5.72 -3.30
H 3.11 6.54 -1.90
H 1.90 5.25 -1.66
C -11.23 -2.91 3.85
C -10.45 -1.97 4.70
N -9.84 -1.24 5.36
H -11.09 -2.66 2.80
H -10.90 -3.93 4.02
H -12.29 -2.83 4.09
```

Properties
HOMO-LUMO gap in eV: 8.83
Net charge: +1
Electronic energy in a.u.: -3376.55534
Spin multiplicity: 1

[2]
The following is a quantum chemistry calculation of a cluster of 2 separate species, C3H8OS2 in total, from the OMol25 dataset.

XYZ file:
```
14
C3H8OS2, DFT ωB97M-V/def2-TZVPD
C 1.90 -0.08 -1.38
C 2.33 0.60 -0.34
O 2.59 0.08 0.91
H 1.85 0.40 -2.34
H 1.67 -1.14 -1.31
H 2.55 1.65 -0.36
H 1.98 -0.66 1.07
C -0.89 1.29 1.11
S -1.51 0.54 -0.44
S -1.42 -1.45 0.09
H -1.19 2.33 1.01
H 0.20 1.26 1.16
H -1.34 0.75 1.94
H -0.12 -1.58 -0.19
```

Properties
HOMO-LUMO gap in eV: 9.43
Net charge: 0
ΔE to the lowest compared entry with this formula, charge and spin in eV: 0.951
Electronic energy in a.u.: -990.67564
Spin multiplicity: 1
SMILES: C=CO.CSS

[3]
The following is a quantum chemistry calculation of a structure of composition C20H26GaN5O2, from the OMol25 dataset.

XYZ file:
```
54
C20H26GaN5O2, DFT ωB97M-V/def2-TZVPD
Ga 0.83 0.05 0.41
O 1.00 1.57 -0.65
C 1.52 1.67 -1.92
C 1.46 2.90 -2.55
C 1.98 3.07 -3.82
C 2.57 2.01 -4.49
C 2.63 0.78 -3.87
C 2.11 0.58 -2.58
C 2.17 -0.76 -2.06
N 1.72 -1.11 -0.90
N 1.75 -2.41 -0.50
C 1.05 -2.60 0.58
O 0.38 -1.61 1.17
C 0.99 -3.93 1.18
C 0.29 -4.13 2.37
C 0.26 -5.37 2.97
C 0.94 -6.43 2.38
C 1.62 -6.25 1.18
C 1.65 -5.01 0.58
H 0.99 3.74 -2.05
H 1.92 4.04 -4.30
H 2.98 2.14 -5.48
H 3.08 -0.07 -4.38
H 2.59 -1.55 -2.69
H -0.25 -3.30 2.82
H -0.29 -5.53 3.89
H 0.93 -7.41 2.85
H 2.13 -7.09 0.72
H 2.18 -4.85 -0.35
N 0.79 3.87 0.79
C 0.69 3.68 2.29
C 1.91 2.96 2.88
C 1.83 1.44 3.12
N 2.20 0.62 1.93
C 0.46 1.00 3.65
C -0.71 1.53 2.84
N -0.81 0.82 1.53
C -0.64 3.06 2.72
H 1.59 4.47 0.59
H -0.04 4.37 0.46
H 0.91 3.00 0.17
H 0.70 4.70 2.68
H 2.07 3.40 3.86
H 2.80 3.20 2.30
H 2.57 1.23 3.89
H 2.44 -0.31 2.28
H 3.07 0.97 1.53
H 0.36 1.34 4.68
H 0.43 -0.10 3.68
H -1.63 1.32 3.39
H -1.52 1.26 0.95
H -1.18 -0.11 1.73
H -0.83 3.43 3.73
H -1.47 3.44 2.11
```

Properties
HOMO-LUMO gap in eV: 7.53
Net charge: +2
Electronic energy in a.u.: -3126.35420
Spin multiplicity: 1

[4]
The following is a quantum chemistry calculation of a structure of composition C11H7BrLiNO4S5, from the OMol25 dataset.

XYZ file:
```
30
C11H7BrLiNO4S5, DFT ωB97M-V/def2-TZVPD
Li 0.22 -0.10 1.23
Br 4.22 1.14 1.74
C 4.68 -0.06 0.34
C 6.04 -0.24 0.11
C 6.46 -1.09 -0.90
C 5.52 -1.77 -1.67
C 4.18 -1.62 -1.39
C 3.72 -0.77 -0.39
C 2.20 -0.74 -0.12
O 1.64 -1.83 -0.24
O 1.69 0.37 0.17
H 6.76 0.27 0.73
H 7.52 -1.23 -1.09
H 5.84 -2.43 -2.46
H 3.43 -2.17 -1.95
C -4.57 3.22 -1.11
S -5.10 2.67 0.54
C -5.48 0.98 0.26
C -4.60 0.00 -0.08
S -2.96 0.09 -0.45
S -5.41 -1.61 -0.18
C -7.00 -1.15 0.29
S -8.27 -2.21 0.46
S -7.16 0.54 0.54
H -4.31 4.28 -1.02
H -5.39 3.09 -1.82
H -3.70 2.64 -1.40
O 0.31 -1.09 3.33
N -0.12 0.00 3.73
O -0.35 0.80 2.80
```

Properties
HOMO-LUMO gap in eV: 5.98
Net charge: -2
Electronic energy in a.u.: -5351.68694
Spin multiplicity: 1

[5]
The following is a quantum chemistry calculation of a cluster of 2 separate species, C4H11PS2 in total, from the OMol25 dataset.

XYZ file:
```
18
C4H11PS2, DFT ωB97M-V/def2-TZVPD
C 1.66 -0.12 0.57
C 0.76 -0.42 -1.70
C -0.21 1.37 -0.01
C 0.41 -0.07 -0.17
P -0.83 -1.39 0.53
S -2.71 -0.19 2.51
S -2.16 -1.14 -1.05
H 1.60 0.06 1.71
H 2.27 -0.96 0.40
H 2.26 0.73 0.23
H -0.09 -0.23 -2.31
H 1.24 -1.41 -1.74
H 1.40 0.39 -1.87
H -1.31 1.33 -0.04
H -0.04 1.61 1.00
H 0.29 2.05 -0.64
H -1.48 0.14 2.91
H -3.08 -1.75 -0.32
```

Properties
HOMO-LUMO gap (spin up / spin down) in eV: 7.12 / 6.64
Net charge: 0
ΔE to the lowest compared entry with this formula, charge and spin in eV: 2.328
Electronic energy in a.u.: -1296.65452
Spin multiplicity: 1

[6]
The following is a quantum chemistry calculation of a cluster of 8 separate species, C20H61N5O8 in total, from the OMol25 dataset.

XYZ file:
```
94
C20H61N5O8, DFT ωB97M-V/def2-TZVPD
C -2.67 2.91 -2.88
O -1.33 3.19 -3.22
C -0.47 3.41 -2.10
C 0.92 3.71 -2.62
C 1.07 4.96 -3.51
N 1.32 2.64 -3.60
H -2.79 1.97 -2.35
H -3.34 2.76 -3.73
H -3.02 3.67 -2.18
H -0.83 4.21 -1.45
H -0.39 2.51 -1.49
H 1.65 3.78 -1.82
H 2.12 5.16 -3.69
H 0.64 5.87 -3.09
H 0.56 4.88 -4.47
H 0.49 2.39 -4.12
H 1.99 3.10 -4.20
C 1.73 0.97 7.78
O 1.07 0.53 6.60
C 1.18 1.37 5.45
C 0.52 0.74 4.24
C 0.93 -0.76 4.10
N 0.84 1.37 3.01
H 1.05 1.67 8.28
H 2.66 1.48 7.55
H 1.98 0.17 8.47
H 0.89 2.42 5.51
H 2.25 1.43 5.23
H -0.54 0.87 4.46
H 2.01 -0.83 3.95
H 0.32 -1.21 3.32
H 0.65 -1.28 5.01
H 0.46 2.30 2.92
H 0.30 0.90 2.30
C 2.80 -3.01 -6.67
O 2.01 -4.01 -6.03
C 1.60 -3.82 -4.70
C 0.62 -2.63 -4.52
C 1.33 -1.32 -4.09
N -0.42 -2.88 -3.54
H 3.68 -2.84 -6.05
H 2.32 -2.03 -6.76
H 3.04 -3.43 -7.64
H 1.20 -4.78 -4.37
H 2.49 -3.72 -4.07
H 0.09 -2.52 -5.46
H 0.68 -0.49 -3.80
H 2.03 -0.88 -4.80
H 1.96 -1.66 -3.27
H -0.08 -3.09 -2.61
H -0.80 -1.95 -3.44
C -0.41 -3.85 3.90
O -0.28 -4.37 2.59
C 0.38 -3.50 1.69
C 0.33 -4.10 0.20
C 1.26 -5.33 -0.03
N 0.76 -3.02 -0.74
H 0.52 -3.54 4.38
H -0.85 -4.57 4.59
H -1.02 -2.95 3.90
H 0.01 -2.48 1.60
H 1.44 -3.38 1.91
H -0.71 -4.36 0.04
H 2.24 -4.93 0.21
H 1.23 -5.63 -1.07
H 0.95 -6.08 0.70
H 0.15 -2.22 -0.82
H 1.64 -2.65 -0.43
C -2.31 4.25 3.52
O -1.39 3.31 2.86
C -1.86 2.80 1.61
C -2.98 1.77 1.74
C -2.78 0.55 2.66
N -3.40 1.28 0.45
H -1.73 4.52 4.41
H -3.19 3.76 3.91
H -2.51 5.18 2.98
H -2.12 3.68 1.02
H -1.00 2.27 1.20
H -3.85 2.27 2.17
H -2.57 1.01 3.62
H -1.92 -0.05 2.35
H -3.67 -0.04 2.86
H -4.26 0.75 0.47
H -2.77 0.62 0.02
O -1.91 -0.48 -2.77
H -2.68 -1.02 -2.63
H -2.01 -0.15 -3.67
O 1.67 0.83 -1.44
H 2.53 0.46 -1.63
H 1.55 1.51 -2.10
O -0.51 -0.19 -0.33
H -1.04 -0.26 -1.12
H 0.34 0.14 -0.64
```

Properties
HOMO-LUMO gap in eV: 8.69
Net charge: 0
ΔE to the lowest compared entry with this formula, charge and spin in eV: 1.952
Electronic energy in a.u.: -1674.15198
Spin multiplicity: 1
SMILES: COC[C@H](C)N.COC[C@H](C)N.COC[C@H](C)N.COC[C@H](C)N.COC[C@H](C)N.O.O.O

[7]
The following is a quantum chemistry calculation of a structure of composition C15H8Cl5CrIN2O5, from the OMol25 dataset.

XYZ file:
```
37
C15H8Cl5CrIN2O5, DFT ωB97M-V/def2-TZVPD
Cr -0.25 0.21 0.28
O 4.10 0.45 -1.67
C 2.80 0.46 -1.45
O 2.12 -0.54 -1.37
C 2.22 1.82 -1.32
C 2.80 2.94 -1.89
C 2.14 4.16 -1.80
C 0.92 4.21 -1.14
C 0.42 3.03 -0.59
N 1.05 1.87 -0.67
C -0.94 2.96 0.09
O -1.66 3.93 0.17
O -1.18 1.76 0.49
H 4.45 -0.46 -1.77
H 3.75 2.85 -2.40
H 2.55 5.05 -2.25
H 0.34 5.12 -1.04
Cl -2.19 0.06 -1.57
C -2.82 -0.74 -0.17
C -1.85 -0.84 0.82
C -2.24 -1.38 2.03
Cl -1.04 -1.42 3.25
C -3.54 -1.84 2.25
Cl -3.98 -2.49 3.77
C -4.49 -1.72 1.22
Cl -6.09 -2.25 1.48
C -4.13 -1.15 -0.01
Cl -5.28 -0.94 -1.26
N 2.20 -2.52 1.80
C 1.37 -2.16 0.80
O 0.85 -1.03 0.74
C 1.01 -3.16 -0.24
I -0.70 -4.29 0.52
H 2.35 -1.89 2.57
H 2.48 -3.48 1.91
H 1.78 -3.89 -0.44
H 0.67 -2.66 -1.14
```

Properties
HOMO-LUMO gap (spin up / spin down) in eV: 6.97 / 7.25
Net charge: +1
ΔE to the lowest compared entry with this formula, charge and spin in eV: 1.987
Electronic energy in a.u.: -4705.03886
Spin multiplicity: 2

[8]
The following is a quantum chemistry calculation of a cluster of 2 separate species, C5H16N3 in total, from the OMol25 dataset.

XYZ file:
```
24
C5H16N3, DFT ωB97M-V/def2-TZVPD
C -2.79 0.33 -0.58
C 1.87 -0.88 -1.16
C 1.95 -0.20 1.18
C -1.72 0.09 0.44
C 0.59 1.02 -0.42
N -1.25 -1.33 0.39
N 0.73 2.18 0.26
N 1.24 -0.14 -0.09
H -2.42 0.16 -1.59
H -3.68 -0.30 -0.44
H -3.12 1.37 -0.52
H 1.23 -0.91 -2.04
H 2.83 -0.43 -1.45
H 2.07 -1.90 -0.83
H 2.25 -1.23 1.37
H 2.85 0.42 1.18
H 1.29 0.12 1.99
H -1.98 0.38 1.45
H 0.21 1.09 -1.42
H -1.68 -1.80 -0.41
H -0.21 -1.29 0.25
H 1.04 2.18 1.22
H 0.16 2.95 -0.01
H -1.46 -1.87 1.24
```

Properties
HOMO-LUMO gap in eV: 7.68
Net charge: +1
ΔE to the lowest compared entry with this formula, charge and spin in eV: 3.455
Electronic energy in a.u.: -364.04837
Spin multiplicity: 1

Q: The highest electronic energy belongs to which entry?
A: C5H16N3